No. 1
Molecular formula: B2H8Rb
Method: DFT, ωB97M-V/def2-TZVPD

XYZ file:
```
11
Properties=species:S:1:pos:R:3:forces:R:3:mulliken_charge:R:1
Rb 0.753 2.035 -0.762 -0.26 -0.42 0.24 -0.2599
B -2.053 0.328 0.523 -0.03 0.19 0.06 0.2500
H -1.307 0.423 1.298 3.00 0.51 3.15 -0.2477
H -2.798 1.106 0.581 -3.14 3.35 0.52 -0.2215
H -1.595 0.442 -0.447 1.96 0.24 -4.04 -0.4022
H -2.552 -0.625 0.609 -1.92 -3.94 0.24 -0.2687
B 1.930 -0.743 -0.353 0.03 -0.14 -0.06 0.2890
H 2.532 -0.039 -0.907 2.60 2.92 -2.39 -0.3637
H 2.332 -1.738 -0.464 1.86 -3.96 -0.18 -0.2911
H 1.832 -0.409 0.669 -0.16 1.23 4.22 -0.2657
H 0.926 -0.779 -0.748 -3.93 0.02 -1.75 -0.2185
```
Forces are in eV/Å.

Calculated values
- Charge: -2
- Frontier orbital gap (alpha / beta): 0.0317 / 0.2672 hartree
- Spin multiplicity: 2



No. 2
Molecular formula: C4H10N2O2
Method: DFT, ωB97M-V/def2-TZVPD

XYZ file:
```
18
Properties=species:S:1:pos:R:3:forces:R:3:mulliken_charge:R:1
C 1.998 -0.990 1.027 1.19 0.20 0.20 -0.5864
C 1.238 -1.955 0.201 -1.94 -1.00 -0.66 0.7088
O 1.337 -2.159 -0.992 0.82 0.42 -0.14 -0.6242
N 0.216 -2.587 0.871 -0.42 -0.50 0.46 -0.4005
H -0.395 -3.282 0.456 0.59 0.39 -0.54 0.2140
H 0.053 -2.516 1.850 0.32 0.39 0.50 0.1576
H 3.073 -1.025 0.816 -0.25 -0.15 -0.19 0.2857
H 1.880 -1.241 2.075 -0.12 0.33 0.23 0.3152
H 1.686 0.028 0.804 -0.24 -0.03 0.15 -0.0550
C -0.081 2.583 -0.751 0.38 1.27 -0.57 -0.9392
C -1.363 1.990 -0.292 0.16 -1.77 0.90 0.6866
O -1.980 2.427 0.649 -0.78 0.68 0.05 -0.5984
N -1.580 0.711 -0.762 0.77 0.80 -0.85 -0.3622
H 0.170 2.421 -1.789 0.29 -0.92 -0.19 0.3567
H 0.662 2.239 -0.031 0.26 -0.03 -0.37 0.1351
H -2.383 0.176 -0.513 -0.31 -0.05 0.24 0.2014
H -0.967 0.375 -1.492 -0.36 -0.13 0.11 0.1866
H -0.077 3.671 -0.744 -0.36 0.10 0.67 0.3184
```
Forces are in eV/Å.

Calculated values
- Frontier orbital gap: 0.3853 hartree
- SMILES: CC(N)=O.CC(N)=O



No. 3
Molecular formula: C23H46B2Br2CaF3LiMgN4O13
Method: DFT, ωB97M-V/def2-TZVPD

XYZ file:
```
96
Properties=species:S:1:pos:R:3:forces:R:3:mulliken_charge:R:1
C -4.214 1.804 -2.680 0.92 0.50 -0.85 -1.1371
B -3.804 1.711 -4.177 -0.25 -0.17 -0.41 0.6115
O -4.313 2.474 -5.149 0.17 0.52 0.61 -0.7614
C -2.672 0.616 -4.596 -0.52 0.35 -0.65 0.7097
O -2.981 -0.589 -4.660 0.68 -0.65 -0.14 -0.6251
O -1.457 1.069 -4.824 0.26 -0.14 1.59 0.0564
C -0.346 0.195 -4.572 0.12 -0.81 -0.38 -0.6549
C -0.256 -0.282 -3.118 0.33 0.81 0.24 0.4893
N 0.944 0.292 -2.478 -0.56 0.15 0.11 -0.6496
H -4.171 2.868 -2.406 -0.51 0.04 0.15 0.4942
H -3.555 1.257 -2.005 -0.25 -0.72 0.52 0.2323
H -5.240 1.405 -2.418 0.16 0.07 0.86 0.2585
H -3.587 2.841 -5.694 -0.20 -0.39 -0.51 0.4494
H 0.562 0.728 -4.835 -0.15 0.28 -0.20 0.5059
H -0.399 -0.668 -5.237 0.00 0.08 -0.19 0.1329
H -0.215 -1.370 -3.100 0.06 -0.04 0.22 0.1556
H -1.142 0.025 -2.537 -0.38 -0.31 -0.33 -0.2846
H 1.020 1.271 -2.749 0.23 -0.07 -0.19 0.2622
H 0.770 0.336 -1.477 0.35 -0.27 0.08 0.1582
B -1.636 2.525 -7.332 0.50 -0.09 -0.22 0.6431
O -1.883 3.435 -6.156 -0.23 0.01 -0.18 -0.3939
C -2.236 4.638 -6.615 0.24 0.30 0.04 0.7180
O -2.498 5.577 -5.926 -0.08 0.05 -0.01 -0.6084
C -2.239 4.576 -8.163 -0.08 -0.05 -0.35 0.3850
O -2.511 5.480 -8.889 0.03 0.03 0.12 -0.5488
O -1.904 3.341 -8.527 -0.16 0.04 0.54 -0.5121
F -2.509 1.440 -7.186 -0.38 -0.32 -0.30 -0.3350
F -0.332 2.057 -7.328 0.09 -0.07 0.18 -0.3295
Mg -2.594 -2.360 -5.579 -0.23 0.73 0.13 0.4989
Br -2.708 -0.951 0.445 -0.29 0.04 0.28 -0.1033
C -1.195 -1.374 1.601 0.17 1.19 -0.41 -0.3179
C -0.772 -0.156 2.400 -0.06 0.16 0.17 -0.1303
Br 0.239 1.107 1.350 -0.05 -0.06 -0.20 -0.1404
H -0.412 -1.805 0.988 0.03 -0.21 0.16 0.4732
H -1.568 -2.158 2.244 1.35 -0.27 -1.09 -0.4268
H -0.112 -0.420 3.229 -0.01 -0.10 -0.03 0.0184
H -1.635 0.389 2.788 0.06 0.00 0.11 0.5845
C -0.324 6.971 -3.705 -0.16 -0.02 -0.03 -1.2471
C 0.120 5.887 -2.674 0.37 1.91 0.32 0.6502
C 1.523 6.281 -2.134 0.02 -0.04 0.00 -1.3341
O 0.219 4.709 -3.291 -0.32 -1.14 -0.04 -0.3546
H 0.371 7.054 -4.539 0.11 -0.17 0.04 0.3640
H -1.310 6.743 -4.104 0.03 -0.09 0.00 0.2591
H -0.372 7.939 -3.201 0.04 -0.11 0.12 0.4161
H -0.583 5.956 -1.823 -0.07 -0.46 -0.16 0.2139
H 2.255 6.335 -2.937 -0.06 -0.05 -0.10 0.3624
H 1.870 5.561 -1.394 -0.02 -0.04 0.01 0.3242
H 1.462 7.259 -1.655 -0.11 -0.05 -0.02 0.3928
F -5.878 0.911 -0.839 0.52 -0.36 -0.31 -0.8663
C -2.416 -6.449 0.846 0.18 0.10 0.11 -1.5073
C -2.558 -4.962 0.672 0.05 -0.18 -0.05 0.8399
O -1.787 -4.165 1.260 -0.71 0.26 0.90 -0.5258
N -3.520 -4.506 -0.130 0.07 0.00 0.14 0.0891
C -4.498 -5.277 -0.891 -0.01 0.25 -0.01 -0.9004
H -1.589 -6.648 1.521 0.03 0.04 -0.01 0.3039
H -3.326 -6.874 1.270 -0.02 -0.07 -0.11 0.4299
H -2.206 -6.928 -0.110 -0.09 -0.07 0.01 0.4046
H -3.552 -3.498 -0.205 -0.05 0.01 -0.10 0.0170
H -4.384 -5.057 -1.951 -0.03 -0.07 -0.02 0.2622
H -5.502 -4.994 -0.583 -0.03 -0.05 -0.03 0.3300
H -4.365 -6.341 -0.735 0.04 0.00 0.03 0.3776
Li -2.023 2.225 -2.119 -0.16 0.50 -0.20 0.9379
Ca -2.762 -2.471 3.631 -0.95 1.25 1.31 1.7006
N -2.477 1.254 5.632 0.61 0.07 0.12 0.8783
O -1.512 1.037 6.356 0.03 -0.20 -0.08 -0.5908
O -3.078 0.236 5.080 -0.28 -1.74 -1.18 -0.6160
O -2.903 2.365 5.387 -0.16 -0.09 -0.08 -0.5276
C 3.482 -3.415 3.289 0.19 -0.17 0.04 -1.8100
C 2.935 -2.287 4.206 0.04 -1.15 -1.33 1.9730
C 2.967 -0.941 3.475 0.13 0.50 0.13 -1.1570
C 4.365 -0.344 3.348 0.01 -0.05 0.08 -0.7652
C 5.023 -0.254 4.725 -0.50 0.23 -0.22 -1.2984
C 5.048 -1.596 5.459 1.65 -0.64 -0.26 1.6521
N 3.692 -2.241 5.489 -0.75 2.11 0.09 0.4500
O 2.959 -1.657 6.380 -0.05 -0.59 0.41 -0.5823
C 6.086 -2.509 4.781 -0.12 -0.18 -0.25 -1.8948
C 5.570 -1.395 6.877 -0.44 0.12 0.36 -1.7952
C 1.475 -2.645 4.460 -0.55 0.22 0.49 -2.0108
H 2.759 -4.226 3.185 -0.10 0.09 -0.01 0.4805
H 3.712 -3.053 2.286 0.04 0.04 0.02 0.3464
H 4.373 -3.889 3.685 0.04 0.09 0.03 0.3543
H 2.337 -0.221 4.012 0.04 -0.08 0.14 0.3811
H 2.521 -1.059 2.482 -0.02 -0.15 0.02 0.2904
H 4.974 -0.938 2.662 0.00 -0.04 0.03 0.3216
H 4.297 0.653 2.910 0.00 -0.01 -0.02 0.4079
H 6.044 0.117 4.623 0.05 -0.11 0.08 0.4218
H 4.484 0.485 5.325 -0.05 -0.09 0.06 0.3878
H 6.051 -3.518 5.196 -0.02 0.00 0.02 0.3858
H 7.088 -2.120 4.957 -0.04 0.09 0.08 0.4537
H 5.972 -2.576 3.701 -0.04 -0.02 0.00 0.3810
H 4.987 -0.664 7.432 -0.09 -0.07 -0.01 0.3784
H 6.595 -1.030 6.835 0.02 -0.03 -0.12 0.4269
H 5.565 -2.334 7.432 -0.02 -0.01 -0.01 0.4411
H 1.386 -3.574 5.027 0.04 0.01 0.02 0.4506
H 0.975 -2.784 3.492 0.20 -0.08 -0.09 0.4801
H 0.948 -1.857 5.004 0.12 -0.03 0.13 0.4875
```
Forces are in eV/Å.

Calculated values
- Charge: +1
- Frontier orbital gap (alpha / beta): 0.1416 / 0.1416 hartree
- Spin multiplicity: 2



No. 4
Molecular formula: C31H60B2BrN4O6
Method: DFT, ωB97M-V/def2-TZVPD

XYZ file:
```
104
Properties=species:S:1:pos:R:3:forces:R:3:mulliken_charge:R:1
C 1.286 0.271 4.891 0.16 -1.32 0.58 -1.2741
C 0.355 -0.684 3.953 0.06 1.10 1.33 0.7819
C -0.681 0.143 3.034 0.80 -0.97 2.24 0.1100
Br 0.191 1.926 2.604 -0.68 -0.38 -0.08 -0.2482
B -1.192 -0.651 1.669 -1.71 0.64 0.04 0.0528
N -2.608 -0.085 1.360 0.24 0.68 -0.58 -0.8873
C -1.384 -2.270 1.853 -0.80 -1.68 0.16 0.2183
C -2.726 -2.659 2.713 2.23 -0.76 0.77 -0.5675
C -2.355 -4.021 3.534 -1.63 1.37 0.61 -0.2891
N -2.407 -5.252 2.684 1.21 -0.06 1.01 -0.3919
C -1.064 -5.661 2.174 0.62 -1.54 0.01 -0.4217
C -0.118 -6.246 3.349 1.84 -1.28 1.96 0.7201
C -0.283 -7.752 3.751 2.81 1.80 2.07 -0.5368
C 0.599 -8.385 4.881 0.40 3.87 -0.78 -0.5431
C 1.630 -7.486 5.642 -1.46 1.72 -2.25 -0.3543
C 1.826 -5.994 5.279 -3.00 -2.51 -2.23 -0.7105
C 0.949 -5.411 4.111 0.51 -2.07 1.42 0.3646
O 1.194 -4.041 3.781 -0.40 -2.20 0.37 -0.1866
O -0.347 -0.242 0.520 3.73 -1.93 -0.76 -0.1367
B 0.825 -1.039 0.392 -1.77 -0.11 -0.59 0.7326
O 2.086 -0.840 1.073 -1.49 -1.10 0.38 -0.6226
O 0.770 -2.178 -0.540 0.22 0.45 1.95 -0.7643
H 0.695 1.123 5.373 0.83 -1.13 -0.88 0.2864
H 2.211 0.654 4.349 -1.45 -0.30 0.61 0.2413
H 1.676 -0.390 5.760 -0.51 0.98 -1.21 0.3808
H 1.030 -1.406 3.387 -1.02 1.06 0.57 -0.7074
H -0.276 -1.300 4.700 0.85 0.70 -1.33 0.1320
H -1.566 0.427 3.726 1.52 -0.24 -1.10 0.4781
H -2.401 0.835 0.921 -0.68 -0.60 0.57 0.0161
H -3.145 0.058 2.226 0.26 0.21 -0.67 0.2187
H -0.524 -2.808 2.390 -0.94 0.69 -0.78 -0.2511
H -1.536 -2.797 0.831 0.45 0.99 1.42 0.1172
H -2.862 -1.852 3.521 -0.21 -1.12 -1.23 0.3089
H -3.641 -2.818 2.055 1.21 0.37 1.03 0.2014
H -3.173 -4.130 4.346 1.21 -0.06 -1.17 0.4248
H -1.367 -3.876 4.101 -1.22 -0.21 -0.90 -0.0253
H -2.674 -6.021 3.334 0.13 0.71 -0.81 0.3167
H -0.535 -4.873 1.544 -0.88 -0.82 1.18 -0.1396
H -1.252 -6.560 1.470 0.38 1.36 1.05 0.4455
H -1.047 -8.414 3.201 1.36 1.28 0.91 0.2723
H 0.514 -9.482 5.179 0.03 1.78 -0.57 0.3010
H 2.289 -7.888 6.496 -1.30 0.47 -1.58 0.2758
H 2.571 -5.293 5.806 -1.29 -1.40 -0.85 0.2156
H 1.898 -3.676 4.358 -0.66 -0.55 -0.35 0.2421
H 2.271 -1.653 1.606 0.01 1.02 -0.85 0.2260
H 1.034 -2.996 -0.052 -0.07 1.01 -0.78 0.2358
C -1.721 1.911 -4.798 -0.16 0.05 -0.33 -2.0611
C -2.188 1.498 -3.378 1.78 -0.19 -1.17 2.3408
C -2.605 0.011 -3.373 -0.41 -0.07 0.27 -0.9478
C -3.952 -0.250 -4.040 0.02 0.04 -0.06 -0.6905
C -5.031 0.657 -3.461 0.27 -0.21 0.25 -1.2653
C -4.647 2.152 -3.491 -1.41 0.63 -1.27 1.7128
N -3.287 2.409 -2.930 -0.68 -1.94 3.65 0.2441
O -3.376 2.316 -1.575 0.26 0.82 -2.36 -0.4724
C -4.729 2.677 -4.944 0.17 -0.09 -0.28 -1.7089
C -5.749 2.957 -2.754 0.41 -0.09 0.59 -1.8677
C -0.909 1.634 -2.510 -0.56 0.25 0.67 -2.1699
H -1.799 2.993 -4.944 -0.08 -0.10 0.05 0.3535
H -0.672 1.651 -4.969 -0.13 -0.08 0.26 0.4766
H -2.276 1.412 -5.594 -0.08 0.10 0.02 0.3171
H -2.658 -0.355 -2.340 0.07 0.23 0.00 0.1521
H -1.838 -0.594 -3.869 0.10 0.26 0.06 0.4436
H -3.879 -0.112 -5.124 -0.01 0.04 -0.01 0.3228
H -4.237 -1.296 -3.888 0.04 0.09 -0.02 0.4094
H -5.967 0.498 -4.008 0.04 0.28 0.01 0.3797
H -5.228 0.345 -2.427 0.13 0.20 -0.02 0.4083
H -4.362 3.705 -5.012 0.03 -0.11 0.07 0.3597
H -5.764 2.679 -5.299 0.05 -0.04 0.26 0.4494
H -4.180 2.070 -5.662 0.10 0.05 0.08 0.2994
H -5.904 2.617 -1.727 0.26 0.06 -0.11 0.3594
H -6.714 2.849 -3.260 0.27 -0.12 -0.19 0.4192
H -5.508 4.024 -2.730 0.07 -0.11 0.02 0.4478
H -0.570 2.675 -2.469 -0.11 -0.05 -0.02 0.5706
H -0.092 1.036 -2.925 -0.28 -0.01 -0.21 0.5224
H -1.055 1.278 -1.487 -0.09 0.12 -0.08 0.1527
C 2.868 1.549 -1.057 -0.17 -0.04 -0.35 -0.8920
C 3.592 2.672 -0.273 -1.42 -1.61 0.50 1.9260
C 2.669 3.904 -0.151 0.17 0.35 -0.14 -1.0402
C 2.539 4.703 -1.443 0.00 -0.04 -0.03 -0.1654
C 3.911 5.060 -2.004 -0.13 0.02 0.41 -1.4363
C 4.835 3.835 -2.169 0.22 -0.02 -2.03 1.7546
N 4.895 2.988 -0.940 1.03 3.30 2.68 0.3156
O 5.679 3.633 -0.033 -0.89 -1.57 -1.71 -0.5748
C 4.360 2.987 -3.373 -0.31 -0.16 -0.06 -1.6760
C 6.237 4.332 -2.609 0.14 0.02 0.70 -1.8270
C 3.777 2.075 1.148 0.60 0.40 -0.02 -1.3443
H 3.582 0.849 -1.501 -0.02 0.12 0.04 0.4896
H 2.221 0.959 -0.406 0.19 0.34 0.09 -0.2517
H 2.217 1.928 -1.847 0.11 0.02 -0.06 -0.3259
H 3.050 4.575 0.629 0.15 -0.15 -0.03 0.4459
H 1.672 3.592 0.178 0.21 -0.26 0.03 0.0811
H 1.957 4.146 -2.184 0.03 -0.03 0.02 -0.0710
H 1.977 5.623 -1.248 0.02 -0.09 -0.03 0.4642
H 3.785 5.569 -2.967 0.20 -0.20 -0.04 0.4392
H 4.380 5.792 -1.335 0.11 -0.20 0.01 0.3483
H 4.932 2.058 -3.451 -0.05 0.08 0.11 0.3734
H 4.500 3.533 -4.312 0.12 0.10 0.22 0.4602
H 3.302 2.735 -3.343 0.06 -0.07 0.13 0.2357
H 6.667 5.052 -1.908 -0.10 -0.24 0.08 0.3606
H 6.182 4.843 -3.576 -0.29 -0.18 0.08 0.3994
H 6.936 3.498 -2.717 -0.09 0.03 0.08 0.4394
H 4.433 1.198 1.126 -0.06 0.11 -0.08 0.4222
H 2.815 1.758 1.563 0.05 0.04 -0.41 0.0681
H 4.192 2.796 1.857 0.14 0.01 -0.23 0.3649
```
Forces are in eV/Å.

Calculated values
- Charge: -1
- Frontier orbital gap (alpha / beta): 0.2463 / 0.2420 hartree
- Spin multiplicity: 3



No. 5
Molecular formula: C5H6N2
Method: DFT, ωB97M-V/def2-TZVPD

XYZ file:
```
13
Properties=species:S:1:pos:R:3:forces:R:3:mulliken_charge:R:1
N -1.566 1.769 0.630 -1.39 -0.34 -1.25 -0.5567
C -1.605 0.809 -0.023 0.16 0.88 0.84 0.2983
C -0.988 -0.408 -0.504 0.61 -0.83 1.31 0.0003
C 0.322 -0.071 -1.242 0.20 0.03 0.03 -0.6449
C 1.081 -0.377 0.040 0.39 0.17 -0.05 -0.1107
C 0.538 0.149 1.325 -0.15 0.69 -0.03 -0.2752
N -0.055 -1.052 0.747 -1.28 0.54 -1.16 -0.5162
H -1.675 -1.156 -0.907 0.33 0.17 0.11 0.3833
H 0.410 0.926 -1.690 -0.10 -0.21 0.15 0.2875
H 0.541 -0.831 -1.996 -0.02 0.13 0.10 0.2790
H 2.055 -0.859 -0.012 -0.13 0.06 0.22 0.3458
H -0.156 1.009 1.377 1.29 -0.52 0.09 0.2488
H 1.100 0.093 2.256 0.08 -0.76 -0.36 0.2607
```
Forces are in eV/Å.

Calculated values
- Frontier orbital gap: 0.3907 hartree
- SMILES: N#C[C@H]1C[C@H]2CN21



No. 6
Molecular formula: H27O14
Method: DFT, ωB97M-V/def2-TZVPD

XYZ file:
```
41
Properties=species:S:1:pos:R:3:forces:R:3:mulliken_charge:R:1
O 0.205 -1.585 -1.971 -0.15 0.43 -0.21 -0.9010
H 0.255 0.899 0.483 0.14 0.09 0.30 0.2218
O 0.395 -0.771 3.220 0.65 -0.27 -0.06 -0.5118
H -0.531 -0.687 -1.991 0.94 0.20 -0.11 0.5821
H -0.247 0.416 -5.316 -0.02 0.13 -0.02 0.2892
O 3.252 0.203 3.197 0.35 0.31 0.34 -0.6497
H 0.145 0.564 -3.866 -0.37 0.11 0.46 0.2937
H -2.782 0.101 -2.569 0.32 -0.10 -0.09 0.4174
O -3.680 -0.259 -2.692 0.28 -0.15 -0.05 -0.6521
H -0.269 -2.598 -0.497 0.15 0.05 -0.42 0.4040
H -4.211 0.465 -2.379 -0.47 0.34 0.16 0.2944
O -0.614 -3.396 -0.069 -0.29 -0.41 0.37 -0.6335
H -1.608 0.340 -0.475 -0.35 0.58 -0.51 0.1417
H 0.356 -1.492 3.844 -0.17 -0.33 0.17 0.2401
O -1.010 0.521 -2.024 -0.28 -0.60 0.77 -1.0837
H 1.300 2.066 0.678 -0.15 0.32 0.88 0.2567
H -0.406 1.787 2.825 -0.02 0.05 -0.17 0.3056
O -2.164 0.383 0.367 0.38 -0.42 0.03 -0.7137
H -3.113 0.627 2.444 -0.14 -0.38 -0.03 0.3382
H -0.266 1.052 -1.717 -0.08 0.17 -0.14 0.2460
O -0.176 1.073 -4.615 0.28 -0.07 -0.77 -0.6048
H 2.641 -0.506 3.407 -0.30 -0.03 -0.21 0.3225
H 4.315 -1.346 -3.053 -0.10 0.09 0.10 0.2963
O -3.698 0.149 3.044 -0.50 0.13 0.63 -0.6392
H -3.888 -0.731 2.718 0.17 0.07 -0.42 0.2866
H 2.938 0.559 2.363 -0.10 -0.17 -0.23 0.3209
O 2.656 -0.547 -1.050 0.18 0.62 -0.21 -0.6657
H 2.404 0.372 -0.854 0.15 -0.39 0.20 0.3445
H 1.870 -0.822 -1.555 -0.50 -0.43 0.47 0.3398
O -1.224 1.279 2.794 -0.09 0.22 -0.34 -0.6731
H -2.621 -0.464 0.316 -0.14 -0.02 0.11 0.3525
H 2.833 -1.552 -2.991 -0.01 0.07 0.19 0.3194
O 0.959 1.415 0.078 0.05 -0.31 -1.18 -0.5273
H 1.650 2.231 3.384 0.52 -1.39 1.15 0.3213
H -1.395 1.084 1.848 0.01 0.17 0.12 0.4836
O 3.562 -1.556 -3.613 0.25 -0.24 -0.50 -0.6630
H -0.783 -3.192 0.853 0.14 0.16 -0.02 0.2808
H 0.416 -1.721 -2.900 -0.23 -0.36 0.03 0.2273
O 1.479 2.684 2.580 -0.27 1.25 -0.56 -0.5889
H -0.496 -0.644 2.880 -0.15 0.37 0.21 0.3285
H 1.551 3.599 2.878 -0.10 0.13 -0.43 0.2529
```
Forces are in eV/Å.

Calculated values
- Charge: -1
- Frontier orbital gap: 0.3136 hartree



no.,energy (hartree),strongest force on any atom (Eh/bohr)
1,-78.3511,0.0899
2,-418.4340,0.0444
3,-8483.3159,0.0437
4,-4511.2838,0.0875
5,-303.5099,0.0370
6,-1069.6251,0.0365